[1]
{
  "formula": "C3H4S",
  "method": "ωB97M-V/def2-TZVPD",
  "symbols": ["C", "C", "C", "S", "H", "H", "H", "H"],
  "xyz": [[0.3523, 0.8824, -0.4220], [-0.9114, 1.2685, -0.3077], [0.7783, -1.2898, 0.4564], [0.8947, -0.6030, -0.9696], [-1.0184, 2.2334, 0.0479], [-1.6912, 0.6338, -0.6659], [1.3118, -2.2651, 0.5425], [0.2840, -0.8602, 1.3183]],
  "forces_ev_per_a": [[-0.58, 1.09, -1.53], [1.99, -1.08, -0.71], [1.08, -3.93, 1.53], [-0.10, 1.41, -0.12], [-1.04, 1.74, 0.79], [-0.84, -0.09, 0.06], [-0.58, 0.84, 0.25], [0.08, 0.02, -0.26]],
  "lowdin_charge": [-0.492, -0.121, -0.436, 0.933, 0.014, 0.047, 0.020, 0.034],
  "lumo_energy_ev": [-0.466, -0.158]
}


[2]
{
  "formula": "C3H4S",
  "method": "ωB97M-V/def2-TZVPD",
  "symbols": ["C", "C", "C", "S", "H", "H", "H", "H"],
  "xyz": [[0.2495, 0.2141, 1.7312], [0.7022, 1.2530, 1.4058], [-1.0137, -1.2381, -1.2738], [0.0956, -0.1949, -1.9685], [-0.0956, -0.5606, 2.3417], [1.0732, 2.0053, 0.7874], [-1.4530, -2.0674, -2.0081], [0.4419, 0.5885, -1.0157]],
  "forces_ev_per_a": [[-0.59, -1.23, 1.46], [0.62, 1.16, -1.35], [-0.16, -0.52, -0.52], [-1.35, -2.48, -2.32], [-0.43, -0.90, 0.06], [0.42, 1.04, -0.12], [1.36, 2.02, 0.86], [0.13, 0.89, 1.93]],
  "lowdin_charge": [-0.004, -0.017, -0.448, 0.696, 0.019, 0.009, -0.023, -0.232],
  "lumo_energy_ev": -0.153
}


[3]
{
  "formula": "C3H4S",
  "method": "ωB97M-V/def2-TZVPD",
  "symbols": ["C", "C", "C", "S", "H", "H", "H", "H"],
  "xyz": [[0.1253, -1.3152, 0.2146], [1.2417, -0.8721, 0.1880], [-0.6372, 1.2260, 0.0015], [-0.9735, 0.7392, -1.4889], [-0.8153, -1.7966, 0.1090], [2.1521, -0.6148, -0.0873], [-1.4639, 1.3933, 0.7377], [0.3707, 1.2402, 0.3253]],
  "forces_ev_per_a": [[1.15, -0.66, 0.16], [-3.92, -2.25, 0.64], [-1.94, -0.04, -0.16], [-0.36, 0.75, -0.36], [-0.19, 0.15, 0.33], [3.73, 1.36, -0.62], [0.93, 0.08, -0.50], [0.60, 0.62, 0.51]],
  "lowdin_charge": [-0.054, -0.007, -0.589, 0.616, 0.039, -0.005, 0.034, -0.033],
  "lumo_energy_ev": -0.225,
  "smiles": "C#C.C=S"
}


[4]
{
  "formula": "C3H4S",
  "method": "ωB97M-V/def2-TZVPD",
  "symbols": ["C", "C", "C", "S", "H", "H", "H", "H"],
  "xyz": [[-0.0959, -1.7890, 1.4038], [-1.1745, -1.3323, 1.1199], [-0.9429, 0.7058, -1.6264], [-0.6031, 1.5963, -0.3234], [0.7914, -2.2457, 1.8740], [-2.2321, -1.2356, 0.7962], [-0.9365, -0.3701, -1.5340], [-1.4124, 1.1371, -2.4065]],
  "forces_ev_per_a": [[0.27, -0.35, 0.92], [-0.96, -0.93, -0.47], [0.61, -0.77, 3.79], [0.21, -0.02, -0.58], [-0.90, 0.76, -0.83], [1.57, 0.33, 0.46], [0.36, -0.30, -0.34], [-1.16, 1.28, -2.95]],
  "lowdin_charge": [-0.021, -0.084, -0.534, 0.616, 0.040, 0.050, -0.012, -0.054],
  "lumo_energy_ev": -0.398,
  "smiles": "C#C.C=S"
}


[5]
{
  "formula": "C3H4S",
  "method": "ωB97M-V/def2-TZVPD",
  "symbols": ["C", "C", "C", "S", "H", "H", "H", "H"],
  "xyz": [[-0.8117, -0.4148, 0.3448], [-0.5913, 1.2408, -0.1756], [0.5695, -0.7022, 0.0239], [1.0807, 1.0403, -0.2677], [-1.5825, -1.0985, 0.1139], [-0.8967, 2.1504, 0.1203], [1.3601, -1.0482, 0.7976], [0.8719, -1.1679, -0.9572]],
  "forces_ev_per_a": [[0.58, 6.38, -1.88], [0.19, -8.52, 2.00], [4.11, -0.04, -0.62], [0.68, -0.46, -0.17], [-1.09, -0.30, 0.00], [-2.10, 3.05, 0.54], [-1.66, 0.11, -0.81], [-0.70, -0.21, 0.93]],
  "lowdin_charge": [-0.122, -0.337, -0.563, 0.832, 0.032, -0.032, 0.105, 0.084],
  "lumo_energy_ev": [0.029, 0.110],
  "smiles": "C1=CSC1"
}


[6]
{
  "formula": "C3H4S2",
  "method": "ωB97M-V/def2-TZVPD",
  "symbols": ["C", "C", "C", "S", "S", "H", "H", "H", "H"],
  "xyz": [[4.0019, -0.6317, -1.0582], [0.5359, -0.9110, -0.1420], [0.6346, 0.2815, 0.4657], [4.5034, -0.2632, 0.2897], [1.1149, 1.7975, -0.1932], [1.0586, -0.9344, -1.0934], [0.1008, -1.8153, 0.2222], [0.1268, 0.3425, 1.4031], [1.3459, 1.1666, -1.2743]],
  "forces_ev_per_a": [[-0.80, -0.58, -2.16], [1.53, 1.67, -0.84], [-1.83, -1.77, 0.76], [0.81, 0.58, 2.15], [0.07, 0.77, 1.30], [-0.28, -0.58, -0.29], [-0.18, -0.13, 0.51], [-0.03, 0.36, 0.81], [0.70, -0.34, -2.25]],
  "lowdin_charge": [-0.627, -0.082, -0.656, 0.669, 0.755, 0.026, 0.047, 0.039, -0.171],
  "lumo_energy_ev": 0.069
}


[7]
{
  "formula": "C3H4S2",
  "method": "ωB97M-V/def2-TZVPD",
  "symbols": ["C", "C", "C", "S", "S", "H", "H", "H", "H"],
  "xyz": [[-1.8973, 0.9984, -0.6038], [-1.0542, 0.2762, -0.1656], [-0.0643, -0.6109, 0.2443], [1.9969, 0.4465, -0.4908], [0.0332, -2.3530, -0.4865], [-2.3634, 1.8779, -0.8947], [0.0836, -0.5167, 1.2899], [1.6341, 0.0206, -1.8079], [0.8376, -2.7126, 0.4873]],
  "forces_ev_per_a": [[0.41, 0.28, 0.25], [-0.23, -0.53, -0.85], [2.79, -0.84, -1.68], [-2.74, -1.65, -0.91], [-0.81, 2.33, 0.63], [-1.02, 0.73, -0.46], [0.55, -0.52, 0.85], [0.53, 0.59, 1.77], [0.51, -0.40, 0.41]],
  "lowdin_charge": [0.147, -0.293, -0.641, 0.364, 0.688, 0.026, 0.042, -0.175, -0.160],
  "lumo_energy_ev": [-0.971, -0.971]
}


[8]
{
  "formula": "C3H4S2",
  "method": "ωB97M-V/def2-TZVPD",
  "symbols": ["C", "C", "C", "H", "H", "H", "H", "S", "S"],
  "xyz": [[-1.1189, -0.8377, 0.4072], [-0.1306, -0.1321, -0.3281], [1.0223, 0.8590, 0.0926], [-0.6264, -1.6730, 1.1192], [-0.8013, 0.0784, -1.2986], [1.3426, 1.1155, 1.2256], [1.0355, 1.7549, -0.6177], [-2.5805, -0.3285, -0.2845], [1.8572, -0.8366, -0.3156]],
  "forces_ev_per_a": [[-0.51, -1.22, 0.36], [3.14, 1.79, -2.01], [-0.24, -0.99, 1.12], [-2.21, 1.97, -1.00], [3.15, 0.22, 1.30], [-1.46, -0.57, -2.77], [0.52, -1.57, 0.97], [0.40, -1.85, 2.44], [-2.78, 2.22, -0.40]],
  "lowdin_charge": [-0.596, -0.635, -0.437, 0.132, 0.066, 0.104, 0.085, 0.679, 0.603],
  "lumo_energy_ev": -1.400,
  "smiles": "S=C[C@H]1CS1"
}


[9]
{
  "formula": "C3H4S2",
  "method": "ωB97M-V/def2-TZVPD",
  "symbols": ["C", "C", "C", "S", "S", "H", "H", "H", "H"],
  "xyz": [[1.2020, -0.1363, 0.9093], [-0.4761, 0.8659, -0.2845], [-0.7371, -0.5398, -0.7064], [0.6335, -1.5788, -0.1341], [-1.9100, 0.1349, 0.3854], [2.0016, 0.4761, 0.4698], [0.8271, -0.1311, 1.9173], [-0.2579, 1.6743, -0.9709], [-1.2832, -0.7652, -1.5858]],
  "forces_ev_per_a": [[-2.71, 1.22, -3.68], [2.18, -2.27, 1.61], [1.05, -0.74, -0.09], [-0.03, 1.12, 0.68], [-0.84, 1.26, 1.18], [-0.06, -0.66, 0.87], [0.42, 0.21, 0.21], [-0.32, 0.29, 0.45], [0.32, -0.44, -1.23]],
  "lowdin_charge": [-0.282, -0.449, -0.987, 0.734, 0.841, 0.023, 0.012, 0.071, 0.038],
  "lumo_energy_ev": [-0.219, -0.219]
}


[10]
{
  "formula": "C3H4S3",
  "method": "ωB97M-V/def2-TZVPD",
  "symbols": ["C", "C", "C", "H", "H", "H", "H", "S", "S", "S"],
  "xyz": [[-0.3247, 0.2536, -0.1936], [0.3839, 0.7854, 0.9249], [-0.5397, -1.2126, -0.0826], [1.6184, -0.0006, -1.2023], [-1.2662, 0.7598, -0.3200], [1.2891, 0.2837, 1.2654], [0.4225, -1.6875, 0.0280], [0.6279, 0.7612, -1.7390], [-0.2496, 2.0502, 1.7240], [-1.9615, -1.9934, -0.4049]],
  "forces_ev_per_a": [[-1.45, -0.07, -2.05], [-0.04, 1.67, 2.15], [-1.36, -0.64, -1.72], [0.22, 0.41, -0.84], [-0.38, 0.16, 0.09], [0.09, 0.07, -0.10], [0.08, -0.91, 0.42], [0.22, -1.27, 1.27], [0.70, -0.36, 0.09], [1.92, 0.94, 0.71]],
  "lowdin_charge": [-0.870, -0.735, -0.666, -0.115, 0.060, 0.071, 0.054, 0.773, 0.728, 0.698],
  "lumo_energy_ev": -1.447,
  "smiles": "S=CC(S)C=S"
}


[11]
{
  "formula": "C3H4Si",
  "method": "ωB97M-V/def2-TZVPD",
  "symbols": ["C", "C", "C", "Si", "H", "H", "H", "H"],
  "xyz": [[-0.7754, -1.7790, -1.1072], [-0.4911, 2.0470, 1.1141], [0.0828, 1.0056, 1.1850], [0.8533, -1.9467, -1.3846], [-1.5660, -1.1072, -0.9900], [-0.9138, 2.9676, 0.8563], [0.2725, -0.1295, 1.3137], [2.1715, -2.3168, -1.3717]],
  "forces_ev_per_a": [[4.08, -1.03, -0.35], [0.22, 0.29, -0.41], [0.14, -3.86, 0.69], [-4.84, 1.49, 0.26], [-1.19, 0.55, 0.02], [-0.32, 0.77, 0.08], [-0.07, 2.84, -0.35], [1.99, -1.05, 0.06]],
  "lowdin_charge": [-0.346, -0.024, -0.053, 0.687, -0.131, 0.001, 0.043, -0.177],
  "lumo_energy_ev": -0.062,
  "smiles": "C#[SiH].C#C"
}


[12]
{
  "formula": "C3H50BFINO23P",
  "method": "ωB97M-V/def2-TZVPD",
  "symbols": ["C", "P", "O", "C", "F", "C", "I", "B", "N", "O", "O", "H", "H", "H", "H", "H", "H", "H", "H", "H", "H", "O", "H", "H", "O", "H", "H", "O", "H", "H", "O", "H", "H", "O", "H", "H", "O", "H", "H", "O", "H", "H", "O", "H", "H", "O", "H", "H", "O", "H", "H", "O", "H", "H", "O", "H", "H", "O", "H", "H", "O", "H", "H", "O", "H", "H", "O", "H", "H", "O", "H", "H", "O", "H", "H", "O", "H", "H", "O", "H", "H"],
  "xyz": [[-1.1411, 3.1718, 1.5561], [-1.2887, 1.7703, 0.2668], [-1.4665, 0.5993, 1.5899], [-2.7414, 0.4108, 2.0327], [-2.9187, 0.8709, 3.3432], [-3.7337, 1.0302, 1.0024], [-4.3826, -0.7125, -0.2181], [-4.9369, 1.9580, 1.5129], [-6.2322, 1.9102, 0.8552], [-4.6485, 2.8050, 2.5522], [-3.0728, 1.8884, 0.1747], [-1.0951, 4.1315, 1.0566], [-1.9432, 3.1665, 2.2972], [-0.2180, 3.0809, 2.1242], [0.1339, 1.6556, 0.1966], [-1.2630, 2.7999, -0.7497], [-1.3687, 0.7538, -0.7600], [-2.8344, -0.6711, 2.1239], [-6.9802, 2.2676, 1.4407], [-6.2406, 2.4489, -0.0068], [-5.3917, 2.9075, 3.1596], [-0.6748, -2.3549, 1.3879], [-0.7742, -1.3885, 1.3913], [-0.9676, -2.6113, 0.5066], [1.2119, 1.7358, -1.8395], [1.3259, 1.9054, -2.7801], [2.1091, 1.7363, -1.4861], [4.4863, 2.0054, -1.6494], [4.6052, 2.1872, -2.5883], [5.3805, 2.0013, -1.2807], [-7.2380, -1.2807, -2.4582], [-6.4200, -0.8428, -2.1830], [-7.6901, -1.4577, -1.6268], [6.0734, 0.1987, -0.0230], [5.5885, -0.5042, -0.4726], [6.6337, -0.2719, 0.5992], [7.0264, -2.2454, -1.0885], [7.5742, -2.2791, -0.2957], [7.4464, -1.5810, -1.6538], [0.0262, -5.4560, 1.5744], [-0.0460, -4.4923, 1.5711], [-0.2754, -5.7199, 0.6974], [7.3800, -3.8154, -3.4722], [6.5273, -4.2218, -3.6514], [7.2133, -3.2013, -2.7389], [-5.6901, 1.8604, -2.0811], [-5.5731, 2.0445, -3.0184], [-4.7866, 1.7775, -1.7391], [-0.0894, 5.5888, 2.8698], [0.6674, 6.0692, 3.2242], [-0.6077, 5.3431, 3.6430], [0.0637, 7.6439, 0.5583], [-0.0237, 6.9734, 1.2503], [1.0086, 7.8143, 0.5048], [1.8528, 1.3531, 2.7186], [0.9028, 1.1946, 2.6308], [2.1155, 1.6042, 1.8268], [7.3745, -4.0840, 1.0634], [6.8625, -4.7616, 0.6081], [7.9562, -4.5759, 1.6551], [-3.0819, -1.0065, 6.1146], [-3.0052, -0.5643, 5.2596], [-3.2366, -0.2892, 6.7364], [5.4232, -0.4721, -3.1493], [5.5080, -0.0514, -4.0101], [5.1948, 0.2433, -2.5365], [-9.8043, -1.9299, -4.2054], [-9.7266, -1.7473, -5.1482], [-8.8870, -1.9756, -3.9028], [-2.1488, -6.4084, 0.0466], [-3.0100, -6.8001, -0.1270], [-2.3097, -5.7753, 0.7574], [7.2953, -3.3588, 4.0606], [7.1895, -2.4383, 4.3207], [7.0363, -3.3752, 3.1310], [9.7514, -2.1946, -3.2670], [9.2321, -2.8625, -3.7380], [10.3298, -2.7075, -2.6942], [-8.8471, 0.3686, -5.4652], [-8.0327, 0.7963, -5.1825], [-9.3074, 0.1671, -4.6398]],
  "forces_ev_per_a": [[-0.41, -0.61, 0.31], [1.70, 2.19, -1.34], [-0.43, -0.12, 0.16], [1.01, -1.44, -0.68], [-0.07, 0.44, 0.10], [0.32, 1.19, 0.25], [-0.16, -0.65, -0.02], [-0.34, -0.63, -0.30], [-0.05, 0.37, 0.61], [-0.15, -0.51, 0.65], [-0.53, -0.16, 0.73], [-0.18, 0.14, -0.18], [-0.18, 0.16, -0.05], [0.19, -0.20, -0.03], [0.02, -0.30, 0.56], [-0.03, -0.41, -0.22], [-0.26, -0.31, 0.42], [-0.70, -0.03, 0.18], [0.04, 0.24, -0.11], [-0.10, -0.55, -0.30], [0.08, 0.42, -0.30], [-0.04, -0.19, -0.16], [0.05, 0.14, 0.06], [-0.07, 0.18, -0.01], [0.28, -0.01, -0.36], [-0.05, -0.01, 0.02], [0.01, 0.00, 0.05], [0.21, -0.16, -0.33], [-0.10, 0.28, 0.07], [-0.12, -0.05, 0.27], [-0.16, -0.12, -0.11], [-0.04, 0.13, 0.01], [0.06, 0.06, 0.02], [-0.08, 0.30, -0.02], [0.08, -0.09, 0.08], [-0.05, 0.06, 0.02], [0.16, 0.21, -0.25], [0.02, -0.42, -0.06], [-0.14, 0.15, 0.09], [-0.08, 0.17, -0.15], [0.11, 0.14, 0.20], [0.13, -0.15, 0.07], [0.04, 0.00, -0.08], [0.04, 0.05, -0.05], [-0.06, -0.28, 0.12], [0.09, 0.15, -0.22], [0.03, 0.07, 0.04], [-0.01, -0.07, 0.06], [0.33, 0.55, 0.10], [-0.01, -0.11, 0.12], [-0.10, -0.13, -0.14], [0.15, 0.09, 0.14], [-0.22, -0.14, -0.06], [-0.04, -0.03, -0.06], [-0.02, -0.01, 0.01], [0.00, -0.02, -0.04], [-0.09, -0.01, 0.00], [0.16, -0.08, 0.29], [-0.08, 0.14, -0.06], [0.05, 0.01, -0.07], [-0.07, 0.09, 0.01], [0.05, 0.00, -0.07], [0.03, -0.02, -0.03], [0.16, 0.06, 0.07], [0.00, -0.06, 0.01], [-0.16, -0.14, -0.09], [-0.05, -0.11, 0.02], [0.05, -0.06, 0.02], [0.05, 0.08, 0.10], [-0.25, 0.05, -0.01], [0.05, 0.01, -0.08], [0.06, -0.08, 0.07], [0.11, 0.07, -0.13], [-0.03, -0.06, 0.06], [-0.16, 0.00, -0.01], [0.05, -0.06, -0.01], [-0.14, 0.06, 0.09], [-0.02, 0.03, -0.02], [0.01, 0.26, -0.02], [0.00, -0.06, -0.02], [0.05, -0.07, 0.00]],
  "lowdin_charge": [-0.226, 0.517, -0.279, -0.487, -0.001, -0.677, 0.928, -0.647, 0.145, 0.151, -0.350, 0.018, 0.023, 0.007, -0.038, -0.012, -0.008, 0.092, 0.064, 0.058, 0.107, -0.064, 0.015, 0.036, -0.083, 0.031, 0.005, -0.049, 0.046, 0.036, -0.094, -0.068, 0.040, -0.054, 0.030, 0.034, -0.067, 0.034, 0.046, -0.065, 0.004, 0.002, -0.071, 0.046, -0.008, -0.098, 0.040, -0.002, -0.055, 0.046, 0.054, -0.066, -0.007, 0.025, -0.075, 0.008, 0.021, -0.042, 0.064, 0.051, -0.063, 0.013, 0.026, -0.047, 0.040, -0.011, -0.075, 0.025, 0.010, -0.063, 0.041, 0.039, -0.062, 0.036, -0.004, -0.066, 0.009, 0.034, -0.068, 0.035, 0.022],
  "charge": -1,
  "lumo_energy_ev": 1.499
}


Number 1: largest force on an atom 0.0847 hartree/bohr. Number 2: largest force on an atom 0.0710 hartree/bohr. Number 3: largest force on an atom 0.0888 hartree/bohr. Number 4: largest force on an atom 0.0761 hartree/bohr. Number 5: largest force on an atom 0.1703 hartree/bohr. Number 6: largest force on an atom 0.0517 hartree/bohr. Number 7: largest force on an atom 0.0654 hartree/bohr. Number 8: largest force on an atom 0.0804 hartree/bohr. Number 9: largest force on an atom 0.0921 hartree/bohr. Number 10: largest force on an atom 0.0529 hartree/bohr. Number 11: largest force on an atom 0.0987 hartree/bohr. Number 12: largest force on an atom 0.0599 hartree/bohr.